# 1
The following is a quantum chemistry calculation of 2 unconnected molecules or ions with the total composition C5H11N2, from the Open Molecules 2025 dataset.

Last column: Mulliken charge in e.
Atoms and positions in Å:
C -0.98 0.31 -2.01  -0.043
C -0.52 1.54 -2.12  -0.618
N -1.81 -0.12 -0.88  -0.232
H -0.58 -0.52 -2.57  0.344
H 0.18 1.71 -2.92  0.255
H -0.73 2.34 -1.42  0.234
H -1.12 -0.38 -0.04  0.426
H -2.35 0.67 -0.52  0.386
H -2.49 -0.85 -1.10  0.372
C 0.86 -1.39 1.26  -0.119
C 2.16 -1.37 1.56  -0.749
C 0.40 0.84 1.62  -0.404
N 0.07 -0.24 1.03  -0.323
H 0.39 -2.32 0.98  0.347
H 2.81 -0.50 1.48  0.321
H 2.68 -2.28 1.81  0.241
H -0.14 1.76 1.44  0.213
H 1.17 0.81 2.38  0.347

## Properties
LUMO level in eV: -3.580
Molecular weight in g mol⁻¹: 99.16
Energy in eV: -8334.95323
Largest force on an atom in eV/Å: 0.8
Net charge: +1

=====

# 2
The following is a quantum chemistry calculation of 2 unconnected molecules or ions with the total composition C5H11N2 in a non-equilibrium geometry, from the Open Molecules 2025 dataset.

Last column: Mulliken charge in e.
Atoms and positions in Å:
C -0.42 -0.41 3.30  -0.139
C -1.68 0.73 -0.13  -0.138
C 0.57 0.76 -2.21  -1.421
C 1.00 -1.18 -0.46  -1.091
C 0.68 0.33 -0.72  0.523
N 0.27 0.25 2.61  -0.173
N -0.47 0.64 0.11  -0.020
H 0.01 -0.64 4.29  0.311
H -1.47 -0.85 3.17  0.258
H -2.54 0.75 0.51  0.279
H -1.95 0.83 -1.21  0.269
H -0.20 0.16 -2.62  0.441
H 0.25 1.84 -2.36  0.346
H 1.48 0.63 -2.86  0.352
H 2.03 -1.41 -0.60  0.379
H 0.37 -1.83 -1.13  0.327
H 0.54 -1.52 0.59  0.232
H 1.53 0.91 -0.28  0.264

## Properties
LUMO level (spin up / spin down) in eV: -7.490 / -5.294
Molecular weight in g mol⁻¹: 99.16
Energy in eV: -8331.49576
Largest force on an atom in eV/Å: 4.8
Net charge: +1

=====

# 3
The following is a quantum chemistry calculation of a gas-phase ion, C5H11N2 (charge +1) in a non-equilibrium geometry, from the Open Molecules 2025 dataset.

Last column: Mulliken charge in e.
Atoms and positions in Å:
C -1.74 1.00 -0.55  -0.179
C -1.34 -1.23 0.07  -0.410
C -0.76 0.77 0.53  -0.527
C 2.16 0.48 0.12  -1.125
C 1.20 -0.57 -0.34  -0.345
N -2.28 -0.05 0.13  -0.347
N -0.06 -0.57 0.47  0.155
H -2.19 1.95 -0.31  0.331
H -1.39 0.84 -1.54  0.246
H -1.69 -1.91 0.72  0.348
H -1.39 -1.78 -0.91  0.308
H -0.89 1.31 1.46  0.397
H 1.97 1.57 0.12  0.356
H 2.52 0.18 1.11  0.351
H 3.13 0.63 -0.58  0.348
H 1.52 -1.61 -0.58  0.446
H 1.01 -0.14 -1.38  0.221
H 0.23 -0.86 1.45  0.427

## Properties
LUMO level (spin up / spin down) in eV: -3.159 / -6.950
2S+1: 3
Expectation value of S²: 2.007
Molecular weight in g mol⁻¹: 99.16
Energy in eV: -8328.97814
Largest force on an atom in eV/Å: 9.4
Net charge: +1

=====

# 4
The following is a quantum chemistry calculation of a gas-phase ion, C5H11N2 (charge +1) in a non-equilibrium geometry, from the Open Molecules 2025 dataset.

Last column: Mulliken charge in e.
Atoms and positions in Å:
C 0.00 -0.07 -0.23  -0.003
C 1.53 -0.34 -0.90  0.264
C 2.59 0.69 -0.82  -1.098
C -0.76 -0.40 1.96  -0.911
C -2.36 0.02 -0.03  -0.866
N 0.21 0.11 -1.47  -0.145
N -0.98 -0.15 0.57  0.047
H 1.91 -1.44 -0.81  0.349
H 3.53 0.45 -0.21  0.331
H 2.21 1.58 -0.48  0.378
H 2.84 0.83 -1.89  0.287
H 0.19 -0.80 2.12  0.374
H -0.81 0.53 2.41  0.399
H -1.59 -1.06 2.44  0.311
H -3.04 0.55 0.71  0.340
H -2.28 0.45 -0.99  0.333
H -2.79 -1.02 -0.12  0.354
H -0.41 0.08 -2.26  0.254

## Properties
LUMO level (spin up / spin down) in eV: -2.801 / -7.931
2S+1: 3
Expectation value of S²: 2.008
Molecular weight in g mol⁻¹: 99.16
Energy in eV: -8328.93584
Largest force on an atom in eV/Å: 9.6
Net charge: +1

=====

# 5
The following is a quantum chemistry calculation of 2 unconnected molecules or ions with the total composition C5H11N2O in a non-equilibrium geometry, from the Open Molecules 2025 dataset.

Last column: Mulliken charge in e.
Atoms and positions in Å:
C -1.00 1.17 -0.51  0.574
C 1.42 -0.30 1.86  -0.301
C 0.88 -1.47 1.08  0.213
C 0.70 -2.91 1.49  -1.358
C -0.42 2.25 -2.69  -0.748
N 0.06 -0.46 1.56  -0.386
N -2.18 1.66 -0.25  -0.282
O -0.27 1.37 -1.52  -0.250
H 1.67 -0.35 2.82  0.346
H 2.12 0.49 1.29  0.188
H 1.13 -1.40 0.12  0.430
H 1.21 -2.93 2.42  0.306
H 1.19 -3.64 0.95  0.420
H -0.32 -3.01 1.50  0.336
H -0.74 3.31 -2.57  0.344
H -1.00 1.73 -3.34  0.387
H 0.55 2.53 -2.97  0.301
H -2.70 1.63 0.59  0.244
H -2.85 1.94 -0.89  0.234

## Properties
LUMO level (spin up / spin down) in eV: -6.351 / -4.339
Molecular weight in g mol⁻¹: 115.16
Energy in eV: -10377.07499
Largest force on an atom in eV/Å: 5.2
Net charge: +1

=====

# 6
The following is a quantum chemistry calculation of 2 unconnected molecules or ions with the total composition C5H11N2O in a non-equilibrium geometry, from the Open Molecules 2025 dataset.

Last column: Mulliken charge in e.
Atoms and positions in Å:
C 2.59 -0.41 0.63  0.595
C -0.43 -0.09 0.75  -0.300
C -0.19 0.77 -0.28  0.380
C -0.97 -1.47 0.67  -1.096
C -0.48 0.42 -1.69  -1.509
N 2.47 -1.58 0.54  -0.291
N 0.61 2.05 -0.01  -0.239
O 2.67 0.72 0.66  -0.551
H -0.05 0.26 1.70  0.413
H -1.41 -1.70 -0.36  0.322
H -1.67 -1.66 1.38  0.417
H -0.13 -2.10 1.00  0.229
H 0.11 1.04 -2.43  0.427
H -1.49 0.71 -1.87  0.357
H -0.18 -0.62 -1.90  0.386
H 2.81 -2.49 0.70  0.259
H 0.61 2.26 0.99  0.355
H 0.22 2.84 -0.53  0.361
H 1.59 1.67 -0.24  0.484

## Properties
LUMO level in eV: -3.082
Molecular weight in g mol⁻¹: 115.16
Energy in eV: -10383.48354
Largest force on an atom in eV/Å: 4.5
Net charge: +1

=====

# 7
The following is a quantum chemistry calculation of a gas-phase ion, C5H11N2O (charge +1) in a non-equilibrium geometry, from the Open Molecules 2025 dataset.

Last column: Mulliken charge in e.
Atoms and positions in Å:
N -1.88 0.88 1.69  -0.458
C -1.41 0.34 0.50  0.029
C -0.52 0.77 -0.41  0.214
N 0.52 1.84 -0.16  -0.203
C -0.04 -0.17 -1.42  -0.847
C 0.19 -1.56 -0.88  -0.646
C 1.42 -1.71 -0.01  0.010
O 1.84 -0.73 0.55  -0.479
H -2.72 0.37 2.16  0.243
H -1.63 1.77 2.00  0.132
H -2.00 -0.63 0.43  0.162
H 1.45 1.44 -0.23  0.363
H 0.19 2.52 -0.80  0.357
H 0.29 2.25 0.81  0.352
H 0.92 0.17 -1.90  0.375
H -0.57 -0.09 -2.40  0.404
H 0.17 -2.30 -1.71  0.401
H -0.87 -1.92 -0.31  0.188
H 1.73 -2.73 0.13  0.404

## Properties
LUMO level in eV: -3.460
Molecular weight in g mol⁻¹: 115.16
SMILES: N/C=C(\[NH3+])CCC=O
Energy in eV: -10382.30182
Largest force on an atom in eV/Å: 4.9
Net charge: +1

=====

# 8
The following is a quantum chemistry calculation of a gas-phase ion, C5H11N2O (charge +1) in a non-equilibrium geometry, from the Open Molecules 2025 dataset.

Last column: Mulliken charge in e.
Atoms and positions in Å:
H 1.29 -2.56 -0.64  0.227
N 0.90 -1.66 -0.39  -0.344
C -0.32 -1.40 -0.21  -0.341
C -0.66 0.17 -0.03  1.073
C -1.39 0.64 -1.29  -1.494
C -1.29 0.45 1.33  -1.202
N 0.65 0.82 -0.13  -0.208
C 1.66 0.19 0.38  0.008
O 2.86 0.55 0.02  -0.447
H -1.14 -2.10 -0.20  0.471
H -1.05 1.70 -1.25  0.355
H -2.44 0.56 -1.17  0.419
H -0.97 0.12 -2.15  0.428
H -1.49 1.50 1.42  0.388
H -0.49 0.19 2.18  0.263
H -2.27 -0.14 1.46  0.342
H 0.89 1.19 -0.97  0.261
H 1.62 -0.26 1.36  0.384
H 3.63 0.02 0.28  0.415

## Properties
LUMO level in eV: -3.415
Molecular weight in g mol⁻¹: 115.16
SMILES: [H]/N=C/C(C)(C)/[NH+]=C/O
Energy in eV: -10383.20911
Largest force on an atom in eV/Å: 3.6
Net charge: +1

=====

# 9
The following is a quantum chemistry calculation of 2 unconnected molecules or ions with the total composition C5H11N2O in a non-equilibrium geometry, from the Open Molecules 2025 dataset.

Last column: Mulliken charge in e.
Atoms and positions in Å:
C 1.94 -0.53 -1.33  -0.932
C 0.59 -1.27 -1.24  -0.723
C -0.49 -0.47 -0.62  0.395
C -1.48 0.26 -1.17  -0.531
N -2.08 0.98 -0.15  -0.041
C -1.50 0.67 1.00  -0.221
N -0.52 -0.19 0.74  0.074
H 2.21 -0.01 -0.41  0.267
H 1.92 0.16 -2.16  0.326
H 2.76 -1.25 -1.33  0.359
H 0.75 -2.21 -0.70  0.315
H 0.28 -1.68 -2.20  0.374
H -1.81 0.30 -2.19  0.419
H -2.98 1.44 -0.19  0.266
H -1.87 0.89 1.98  0.398
H 0.22 -0.49 1.36  0.265
H 2.32 -0.20 2.74  0.319
H 3.15 0.70 2.06  0.317
O 2.21 0.51 2.11  -0.644

## Properties
LUMO level in eV: -3.006
Molecular weight in g mol⁻¹: 115.16
Energy in eV: -10385.19166
Largest force on an atom in eV/Å: 1.1
Net charge: +1

=====

# 10
The following is a quantum chemistry calculation of a gas-phase ion, C5H11N2O (charge +1) in a non-equilibrium geometry, from the Open Molecules 2025 dataset.

Last column: Mulliken charge in e.
Atoms and positions in Å:
C 0.71 -2.13 -0.35  -1.166
C 0.97 -0.63 -0.12  0.317
N 0.57 -0.37 1.25  -0.150
C -0.10 0.71 1.63  -0.081
N -0.56 1.67 0.85  -0.102
C -0.22 1.72 -0.56  -0.862
C -0.11 0.30 -1.04  -0.023
O -1.42 -0.33 -0.98  -0.518
H 0.43 -2.78 0.63  0.334
H 1.53 -2.67 -0.90  0.277
H -0.21 -2.07 -0.94  0.327
H 1.97 -0.15 -0.36  0.386
H 0.59 -1.27 1.70  0.218
H -0.57 0.48 2.63  0.364
H -1.26 2.27 1.35  0.300
H 0.61 2.37 -0.55  0.366
H -1.06 2.26 -1.01  0.400
H 0.24 0.29 -2.14  0.284
H -2.11 0.34 -1.09  0.327

## Properties
LUMO level in eV: -3.551
Molecular weight in g mol⁻¹: 115.16
SMILES: C[C@@H]1[NH+]=CNC[C@@H]1O
Energy in eV: -10383.48145
Largest force on an atom in eV/Å: 3.7
Net charge: +1

=====

# 11
The following is a quantum chemistry calculation of a gas-phase ion, C5H11N2O (charge +1) in a non-equilibrium geometry, from the Open Molecules 2025 dataset.

Last column: Mulliken charge in e.
Atoms and positions in Å:
C 2.46 0.24 0.70  -0.355
C 0.79 0.73 -1.20  -0.754
C -1.14 -0.19 -0.13  0.981
C -1.47 1.08 0.48  -0.959
C -1.88 -1.42 0.08  -1.066
N 1.69 1.08 -0.02  -0.068
N 2.36 -1.08 0.59  -0.146
O -0.07 -0.32 -0.97  -0.291
H 1.51 0.60 -1.95  0.396
H 0.28 1.72 -1.27  0.440
H -2.06 1.60 -0.30  0.337
H -0.41 1.50 0.62  0.336
H -2.07 0.95 1.43  0.429
H -2.08 -1.85 -0.95  0.334
H -2.85 -1.36 0.72  0.360
H -1.28 -2.20 0.62  0.331
H 1.82 2.09 0.17  0.255
H 1.56 -1.55 0.15  0.152
H 2.84 -1.61 1.25  0.289

## Properties
LUMO level in eV: -5.816
Molecular weight in g mol⁻¹: 115.16
Energy in eV: -10380.82832
Largest force on an atom in eV/Å: 5.0
Net charge: +1

=====

# 12
The following is a quantum chemistry calculation of a gas-phase ion, C5H11N2O2 (charge +1) in a non-equilibrium geometry, from the Open Molecules 2025 dataset.

Last column: Mulliken charge in e.
Atoms and positions in Å:
C 1.87 0.51 0.15  0.502
C 0.76 1.64 0.48  -0.843
C -0.85 -0.23 0.02  0.631
C -1.42 -1.44 0.66  -1.103
C -1.04 0.10 -1.41  -1.316
N 1.41 -0.70 0.40  -0.160
N -0.50 0.95 0.88  -0.095
O 2.95 0.90 -0.14  -0.518
O 1.77 -1.83 -0.16  -0.287
H 1.15 2.22 1.21  0.507
H 0.72 2.17 -0.42  0.333
H -1.14 -1.33 1.68  0.339
H -0.89 -2.34 0.15  0.295
H -2.48 -1.53 0.61  0.402
H -0.79 1.09 -1.88  0.308
H -2.01 -0.04 -1.75  0.467
H -0.47 -0.71 -2.00  0.301
H -0.14 0.51 1.75  0.463
H -1.21 1.72 0.70  0.418
H 2.30 -1.65 -0.93  0.356

## Properties
LUMO level (spin up / spin down) in eV: -5.348 / -4.820
Molecular weight in g mol⁻¹: 131.16
Energy in eV: -12426.48912
Largest force on an atom in eV/Å: 4.7
Net charge: +1

=====

Q: Which formula does entry 8 have?
A: C5H11N2O

=====

Q: Number 5 is which compound?
A: C5H11N2O

=====

Copy entry 12 word for word.
The following is a quantum chemistry calculation of a gas-phase ion, C5H11N2O2 (charge +1) in a non-equilibrium geometry, from the Open Molecules 2025 dataset.

Last column: Mulliken charge in e.
Atoms and positions in Å:
C 1.87 0.51 0.15  0.502
C 0.76 1.64 0.48  -0.843
C -0.85 -0.23 0.02  0.631
C -1.42 -1.44 0.66  -1.103
C -1.04 0.10 -1.41  -1.316
N 1.41 -0.70 0.40  -0.160
N -0.50 0.95 0.88  -0.095
O 2.95 0.90 -0.14  -0.518
O 1.77 -1.83 -0.16  -0.287
H 1.15 2.22 1.21  0.507
H 0.72 2.17 -0.42  0.333
H -1.14 -1.33 1.68  0.339
H -0.89 -2.34 0.15  0.295
H -2.48 -1.53 0.61  0.402
H -0.79 1.09 -1.88  0.308
H -2.01 -0.04 -1.75  0.467
H -0.47 -0.71 -2.00  0.301
H -0.14 0.51 1.75  0.463
H -1.21 1.72 0.70  0.418
H 2.30 -1.65 -0.93  0.356

## Properties
LUMO level (spin up / spin down) in eV: -5.348 / -4.820
Molecular weight in g mol⁻¹: 131.16
Energy in eV: -12426.48912
Largest force on an atom in eV/Å: 4.7
Net charge: +1

=====

Q: What is the largest force on an atom in the seventh record?
A: 4.9 eV/Å